Record 1
Here is a single C20H17N3O3 molecule in a non-equilibrium geometry from the OMol25 dataset. Energies are from ωB97M-V with the def2-TZVPD basis set.

The calculation puts the strongest force on any atom at 0.335 hartree/bohr. As for the SMILES: O=C(NCc1cccnc1)/C(=C/c1ccco1)NC(=O)c1ccccc1. The value obtained for the highest occupied orbital energy is -8.2 eV. The value obtained for the gap between HOMO and LUMO is 7.58 eV. The calculation puts the lowest unoccupied orbital energy at -0.0243 Eh.

CARTESIAN COORDINATES (ANGSTROEM)
O: -3.340 0.376 0.849
C: -2.393 -0.180 0.210
N: -2.350 -0.420 -1.090
C: -3.121 0.083 -2.015
C: -2.371 1.146 -2.810
C: -3.053 2.515 -2.670
C: -2.379 3.654 -3.258
C: -1.319 3.194 -3.985
N: -0.694 2.034 -3.898
C: -1.246 1.159 -3.333
C: -1.167 -0.696 1.269
C: -1.710 -1.204 2.359
C: -0.728 -1.635 3.544
C: 0.579 -2.367 3.403
C: 0.828 -2.591 4.926
C: -0.319 -2.301 5.543
O: -1.184 -1.661 4.870
N: 0.187 -0.526 0.980
C: 0.840 -0.708 -0.288
O: 0.206 -1.294 -1.307
C: 2.266 -0.507 -0.282
C: 2.764 0.035 -1.457
C: 4.259 0.383 -1.542
C: 4.981 0.393 -0.355
C: 4.152 0.034 0.882
C: 3.003 -0.527 0.806
H: -1.209 -0.823 -1.363
H: -3.376 -0.826 -2.723
H: -3.978 0.465 -1.307
H: -4.205 2.658 -2.216
H: -2.845 4.436 -3.557
H: -0.837 3.953 -4.407
H: -0.904 0.182 -3.159
H: -2.784 -1.154 2.718
H: 1.345 -2.409 2.477
H: 1.729 -3.102 4.997
H: -0.599 -2.680 6.461
H: 0.756 -0.350 1.756
H: 2.182 0.138 -2.090
H: 4.619 0.895 -2.469
H: 5.861 0.723 -0.230
H: 4.924 -0.013 1.770
H: 2.633 -0.484 1.992

Formally, the natural (NBO) partial charges of the atoms, in units of the elementary charge, are as follows: -0.672, 0.667, -0.644, -0.239, -0.053, -0.111, -0.274, 0.053, -0.405, 0.004, 0.107, -0.240, 0.219, -0.326, -0.340, 0.119, -0.391, -0.608, 0.708, -0.648, -0.199, -0.023, -0.208, -0.152, -0.177, -0.220, 0.445, 0.194, 0.253, 0.225, 0.203, 0.169, 0.165, 0.276, 0.252, 0.233, 0.197, 0.420, 0.163, 0.228, 0.189, 0.220, 0.219

Record 2
Here is a single C20H17N3O4 molecule in a non-equilibrium geometry from the OMol25 dataset. Energies are from ωB97M-V with the def2-TZVPD basis set.

The calculation puts the strongest force on any atom at 0.089 hartree/bohr. As for the SMILES: COC(=O)/C(C#N)=C(/N=C/C=C/C=C/[C@@H](C#N)C(=O)OC)c1ccccc1. The value obtained for the highest occupied orbital energy is -8.7 eV. The value obtained for the gap between HOMO and LUMO is 7.13 eV. The calculation puts the lowest unoccupied orbital energy at -0.0565 Eh.

CARTESIAN COORDINATES (ANGSTROEM)
C: -6.609 -1.155 2.150
O: -5.379 -1.119 1.383
C: -4.698 0.091 1.408
O: -4.904 1.009 2.219
C: -3.566 0.238 0.483
C: -3.903 0.562 -0.845
N: -4.275 0.719 -1.922
C: -2.275 0.125 0.992
N: -1.203 0.378 0.160
C: -0.116 -0.383 0.240
C: 1.084 0.002 -0.506
C: 1.084 1.061 -1.416
C: 2.247 1.585 -2.108
C: 3.514 1.030 -2.040
C: 4.602 1.620 -2.884
C: 5.894 1.728 -2.127
N: 6.850 1.851 -1.529
C: 4.892 0.821 -4.134
O: 4.983 1.475 -5.202
O: 5.161 -0.509 -4.016
C: 5.647 -1.165 -5.220
C: -2.011 -0.222 2.377
C: -1.362 0.700 3.241
C: -1.019 0.270 4.532
C: -1.354 -0.994 5.014
C: -1.969 -1.915 4.140
C: -2.317 -1.512 2.860
H: -6.444 -0.936 3.221
H: -7.004 -2.183 2.045
H: -7.366 -0.440 1.752
H: -0.008 -1.211 0.924
H: 1.995 -0.481 -0.258
H: 0.145 1.516 -1.679
H: 2.117 2.470 -2.781
H: 3.743 0.189 -1.408
H: 4.351 2.642 -3.218
H: 4.890 -1.098 -6.004
H: 6.599 -0.796 -5.645
H: 5.789 -2.231 -5.015
H: -1.139 1.667 2.829
H: -0.522 0.960 5.203
H: -1.056 -1.260 6.011
H: -2.209 -2.880 4.525
H: -2.880 -2.216 2.246

Formally, the natural (NBO) partial charges of the atoms, in units of the elementary charge, are as follows: -0.267, -0.509, 0.788, -0.560, -0.324, 0.287, -0.304, 0.350, -0.453, 0.133, -0.249, -0.128, -0.204, -0.129, -0.437, 0.285, -0.292, 0.800, -0.577, -0.498, -0.265, -0.121, -0.180, -0.204, -0.202, -0.194, -0.213, 0.201, 0.200, 0.198, 0.186, 0.204, 0.236, 0.219, 0.219, 0.289, 0.201, 0.206, 0.203, 0.227, 0.217, 0.218, 0.216, 0.228

Record 3
Here is a single C20H17N3O5 molecule in a non-equilibrium geometry from the OMol25 dataset. Energies are from ωB97M-V with the def2-TZVPD basis set.

The calculation puts the strongest force on any atom at 0.021 hartree/bohr. As for the SMILES: COc1ccc(N2C(=O)[C@H]3C(C(=O)OCc4ccccc4)=NN[C@H]3C2=O)cc1. The value obtained for the highest occupied orbital energy is -8.6 eV. The value obtained for the gap between HOMO and LUMO is 9.18 eV. The calculation puts the lowest unoccupied orbital energy at 0.0207 Eh.

CARTESIAN COORDINATES (ANGSTROEM)
C: 7.499 2.281 0.013
O: 6.850 1.372 -0.846
C: 5.676 0.821 -0.446
C: 5.047 1.076 0.769
C: 3.850 0.454 1.076
C: 3.266 -0.417 0.171
N: 2.031 -1.048 0.488
C: 0.944 -0.349 1.012
O: 0.937 0.822 1.254
C: -0.203 -1.338 1.163
C: -1.222 -1.115 0.047
C: -2.122 0.043 0.018
O: -2.364 0.721 0.985
O: -2.637 0.239 -1.199
C: -3.593 1.293 -1.303
C: -4.913 0.926 -0.674
C: -5.384 -0.377 -0.761
C: -6.595 -0.720 -0.187
C: -7.347 0.237 0.473
C: -6.881 1.538 0.561
C: -5.666 1.881 -0.006
N: -1.241 -2.085 -0.792
N: -0.452 -3.070 -0.393
C: 0.372 -2.691 0.759
C: 1.808 -2.393 0.313
O: 2.581 -3.194 -0.140
C: 3.885 -0.676 -1.047
C: 5.081 -0.065 -1.348
H: 8.400 2.590 -0.514
H: 7.778 1.809 0.960
H: 6.877 3.159 0.212
H: 5.478 1.753 1.489
H: 3.369 0.658 2.019
H: -0.661 -1.252 2.148
H: -3.190 2.196 -0.831
H: -3.708 1.458 -2.378
H: -4.792 -1.121 -1.274
H: -6.952 -1.738 -0.255
H: -8.292 -0.031 0.921
H: -7.462 2.286 1.079
H: -5.298 2.893 0.074
H: -0.121 -3.728 -1.082
H: 0.354 -3.486 1.509
H: 3.433 -1.357 -1.750
H: 5.579 -0.254 -2.285

Formally, the natural (NBO) partial charges of the atoms, in units of the elementary charge, are as follows: -0.253, -0.488, 0.314, -0.323, -0.114, 0.070, -0.482, 0.714, -0.531, -0.366, 0.039, 0.757, -0.571, -0.486, -0.111, 0.040, -0.249, -0.191, -0.220, -0.202, -0.232, -0.115, -0.400, -0.167, 0.692, -0.558, -0.168, -0.252, 0.202, 0.177, 0.178, 0.222, 0.221, 0.270, 0.205, 0.206, 0.221, 0.211, 0.212, 0.213, 0.211, 0.405, 0.238, 0.230, 0.228

Record 4
Here is a molecular structure, C20H18BBrF9IrN7O2P in a non-equilibrium geometry from the OMol25 dataset. Energies are from ωB97M-V with the def2-TZVPD basis set.

As for the net charge: +1. The calculation puts the strongest force on any atom at 0.026 hartree/bohr. Its spin multiplicity is 2. The value obtained for the highest occupied orbital energy (alpha / beta) is -12.0 / -12.1 eV. The value obtained for the gap between HOMO and LUMO (alpha / beta) is 8.64 / 6.82 eV. The calculation puts the lowest unoccupied orbital energy (alpha / beta) at -0.1225 / -0.1942 Eh.

CARTESIAN COORDINATES (ANGSTROEM)
Ir: 0.634 -0.572 -0.995
C: 0.275 4.227 1.569
N: 0.327 3.270 0.470
C: 0.289 3.588 -0.857
C: 0.335 2.416 -1.550
N: 0.417 1.402 -0.642
C: 0.399 1.931 0.578
P: 0.355 1.008 2.151
C: 1.664 -0.218 1.826
N: 1.744 -0.928 0.704
C: 2.671 -1.913 0.882
C: 3.172 -1.780 2.141
N: 2.535 -0.717 2.720
C: 2.821 -0.199 4.053
C: -0.985 -0.129 1.645
N: -1.031 -0.747 0.464
C: -2.189 -1.467 0.430
C: -2.849 -1.277 1.605
N: -2.082 -0.436 2.361
C: -2.444 0.074 3.675
H: 0.285 5.227 1.145
H: -0.639 4.094 2.145
H: 1.143 4.107 2.213
H: 0.217 4.606 -1.198
H: 0.318 2.237 -2.609
H: 2.909 -2.626 0.112
H: 3.921 -2.349 2.662
H: 3.160 -1.021 4.676
H: 3.596 0.563 4.000
H: 1.919 0.225 4.487
H: -2.446 -2.086 -0.410
H: -3.783 -1.671 1.965
H: -3.072 -0.662 4.170
H: -1.549 0.227 4.273
H: -2.989 1.012 3.583
Br: -2.956 1.861 -0.386
C: -2.858 0.573 -1.786
C: -4.063 0.089 -2.263
C: -4.027 -0.796 -3.330
C: -2.804 -1.115 -3.891
C: -1.669 -0.577 -3.319
N: -1.673 0.237 -2.269
C: -0.300 -0.876 -3.882
O: -0.135 -1.062 -5.057
O: 0.686 -0.910 -3.023
H: -4.994 0.409 -1.820
H: -4.946 -1.214 -3.719
H: -2.699 -1.770 -4.744
F: 2.329 0.911 -2.782
C: 2.535 0.027 -1.783
F: 3.186 -1.038 -2.277
C: 3.604 0.754 -0.877
F: 4.340 -0.104 -0.173
F: 4.433 1.447 -1.650
F: 3.058 1.625 -0.005
F: 1.007 -2.585 -1.253
B: -0.078 -3.659 -1.076
F: -1.173 -3.154 -1.763
F: -0.289 -3.702 0.287
F: 0.437 -4.789 -1.602

Formally, the natural (NBO) partial charges of the atoms, in units of the elementary charge, are as follows: 1.434, -0.408, -0.306, -0.048, -0.035, -0.441, 0.112, 0.801, 0.101, -0.471, -0.023, -0.048, -0.298, -0.407, 0.094, -0.523, -0.033, -0.059, -0.309, -0.406, 0.239, 0.224, 0.228, 0.248, 0.267, 0.276, 0.249, 0.238, 0.230, 0.224, 0.274, 0.243, 0.238, 0.221, 0.223, 0.042, 0.164, -0.266, -0.128, -0.193, 0.126, -0.486, 0.753, -0.533, -0.677, 0.246, 0.241, 0.264, -0.320, 0.529, -0.306, 0.908, -0.310, -0.292, -0.339, -0.513, 1.363, -0.557, -0.550, -0.516